Model A:
{
  "formula": "C2H10N2O2",
  "method": "wB97M-V/def2-TZVPD",
  "mol_weight_da": 94.114,
  "gap_ev": 10.1,
  "e_lumo_ev": 0.7,
  "symbols": ["N", "C", "O", "H", "H", "H", "H", "H", "N", "C", "O", "H", "H", "H", "H", "H"],
  "positions_angstrom": [[1.073, -0.760, 0.732], [0.963, 0.370, 1.760], [1.303, 0.043, 3.153], [1.594, -1.530, 1.027], [0.235, -1.238, 0.356], [1.683, 1.159, 1.484], [-0.070, 0.775, 1.720], [0.747, -0.701, 3.370], [-1.544, -1.006, -1.905], [-1.463, 0.431, -2.196], [-0.238, 0.988, -1.651], [-1.783, -1.346, -0.977], [-0.683, -1.397, -2.217], [-1.573, 0.788, -3.220], [-2.183, 1.002, -1.643], [-0.202, 1.795, -1.084]],
  "nbo_charge": [-0.870, 0.089, -0.721, 0.356, 0.360, 0.172, 0.152, 0.460, -0.852, 0.091, -0.788, 0.369, 0.367, 0.174, 0.158, 0.485]
}

***

Model B:
{
  "formula": "C2H10N2O2",
  "method": "wB97M-V/def2-TZVPD",
  "mol_weight_da": 94.114,
  "gap_ev": 10.2,
  "e_lumo_ev": 0.9,
  "symbols": ["C", "N", "C", "N", "H", "H", "H", "H", "H", "H", "H", "H", "O", "H", "H", "O"],
  "positions_angstrom": [[-1.189, 0.308, 1.432], [-1.430, 1.585, -1.072], [-0.878, 0.330, -0.887], [-0.752, -0.304, 0.203], [-1.103, 1.408, 1.464], [-0.568, -0.053, 2.241], [-2.220, 0.022, 1.644], [-1.255, 1.975, -1.980], [-1.325, 2.228, -0.306], [-0.552, -0.181, -1.794], [1.434, -2.260, 1.487], [1.029, -1.146, 0.602], [1.691, -1.350, 1.295], [2.395, -1.526, -1.850], [2.560, -0.424, -0.807], [2.165, -0.609, -1.671]],
  "nbo_charge": [-0.446, -0.830, 0.298, -0.535, 0.155, 0.216, 0.203, 0.388, 0.385, 0.183, 0.464, 0.496, -0.978, 0.471, 0.485, -0.954]
}

***

Model C:
{
  "formula": "C2H10N2O2",
  "method": "wB97M-V/def2-TZVPD",
  "mol_weight_da": 94.114,
  "gap_ev": 4.7,
  "e_lumo_ev": -4.4,
  "symbols": ["C", "N", "C", "N", "H", "H", "H", "H", "H", "H", "H", "H", "O", "H", "H", "O"],
  "positions_angstrom": [[0.216, 1.262, 0.579], [-1.141, -0.928, -0.986], [0.211, -0.874, -0.533], [0.446, -0.167, 0.725], [1.150, 1.820, 0.426], [-0.472, 1.458, -0.234], [-0.297, 1.674, 1.461], [-1.395, -1.877, -1.238], [0.627, -1.877, -0.435], [0.863, -0.333, -1.261], [-1.871, -0.433, -0.375], [1.538, -0.229, 0.765], [-2.629, 0.573, 0.449], [-3.585, 0.491, 0.552], [3.637, -0.332, 0.177], [2.701, -0.228, -0.072]],
  "nbo_charge": [-0.476, -0.652, -0.138, -0.260, 0.246, 0.228, 0.261, 0.378, 0.226, 0.365, 0.435, 0.438, -0.949, 0.444, 0.459, -1.006]
}

***

Ordering by calculated energy gives the sequence model B, model A, model C, with the first entry being the most stable.

***

Model A:
{
  "formula": "C4H11N2O2",
  "method": "wB97M-V/def2-TZVPD",
  "mol_weight_da": 119.144,
  "gap_ev": 6.4,
  "e_lumo_ev": 3.7,
  "total_charge": -1,
  "symbols": ["C", "N", "C", "C", "O", "N", "C", "O", "H", "H", "H", "H", "H", "H", "H", "H", "H", "H", "H"],
  "positions_angstrom": [[1.228, -0.068, 0.188], [2.039, 1.245, 0.138], [-0.353, 0.251, 0.062], [-0.826, 0.429, 1.659], [-0.038, 1.188, 2.487], [-1.048, -0.924, -0.393], [-0.957, -1.295, -2.009], [-2.012, -1.111, -2.675], [1.432, -0.595, 1.395], [1.425, -0.725, -0.740], [1.615, 1.785, -0.682], [3.075, 1.130, 0.020], [-0.574, 1.069, -0.693], [-1.793, 0.998, 1.465], [-1.017, -0.504, 2.151], [0.922, 1.095, 2.104], [-2.139, -0.820, -0.271], [0.013, -0.727, -2.462], [-0.993, -2.422, -1.744]],
  "nbo_charge": [-0.243, -0.909, -0.086, -0.058, -0.753, -0.769, 0.165, -0.885, 0.160, 0.216, 0.364, 0.358, 0.168, 0.150, 0.163, 0.488, 0.353, 0.036, 0.083]
}

***

Model B:
{
  "formula": "C4H11N2O2",
  "method": "wB97M-V/def2-TZVPD",
  "mol_weight_da": 119.144,
  "gap_ev": 6.4,
  "e_lumo_ev": 3.7,
  "total_charge": -1,
  "symbols": ["C", "N", "C", "C", "O", "N", "C", "O", "H", "H", "H", "H", "H", "H", "H", "H", "H", "H", "H"],
  "positions_angstrom": [[0.499, 0.991, 0.722], [1.428, 0.968, 1.859], [-0.006, -0.478, 0.367], [0.875, -0.928, -0.748], [1.312, -2.310, -0.445], [-1.440, -0.498, -0.015], [-2.006, 0.557, -0.971], [-1.636, 1.790, -0.761], [0.825, 1.530, -0.134], [-0.415, 1.645, 0.782], [2.028, 1.758, 2.012], [2.079, 0.193, 1.751], [0.196, -1.043, 1.285], [0.365, -0.866, -1.790], [1.882, -0.466, -0.659], [1.014, -2.802, -1.217], [-2.046, -0.618, 0.801], [-1.821, 0.176, -2.023], [-3.134, 0.403, -0.817]],
  "nbo_charge": [-0.296, -0.864, -0.093, -0.076, -0.766, -0.715, 0.158, -0.930, 0.174, 0.269, 0.344, 0.331, 0.201, 0.193, 0.162, 0.455, 0.347, 0.051, 0.055]
}

***

Ordering by calculated energy gives the sequence model B, model A, with the first entry being the most stable.

***

Model A:
{
  "formula": "C3H8N2S",
  "method": "wB97M-V/def2-TZVPD",
  "mol_weight_da": 104.178,
  "gap_ev": 9.5,
  "e_lumo_ev": 0.8,
  "symbols": ["C", "C", "C", "H", "H", "H", "H", "H", "H", "H", "H", "N", "N", "S"],
  "positions_angstrom": [[1.399, 0.866, -0.005], [0.025, 1.257, 0.491], [-2.235, -0.938, 0.401], [0.762, -1.258, -1.100], [2.424, 1.020, 0.558], [1.400, 1.142, -1.062], [0.179, 2.269, 0.818], [-0.253, 0.986, 1.465], [-0.452, 1.087, -1.430], [-2.112, -0.687, 1.446], [-3.162, -1.627, 0.385], [-1.056, 0.979, -0.407], [-1.728, -0.206, -0.551], [1.598, -0.965, 0.019]],
  "nbo_charge": [-0.523, -0.293, -0.173, 0.137, 0.257, 0.208, 0.213, 0.216, 0.330, 0.139, 0.200, -0.392, -0.237, -0.082]
}

***

Model B:
{
  "formula": "C3H8N2S",
  "method": "wB97M-V/def2-TZVPD",
  "mol_weight_da": 104.178,
  "gap_ev": 9.6,
  "e_lumo_ev": 0.6,
  "symbols": ["C", "C", "C", "H", "H", "H", "H", "H", "H", "H", "H", "N", "N", "S"],
  "positions_angstrom": [[2.306, -0.345, 0.980], [-1.420, -0.164, 0.079], [-1.473, 1.398, 0.318], [2.894, 0.683, 1.016], [3.138, -1.345, 0.738], [1.484, -0.810, 1.999], [-0.538, -1.277, -1.416], [-0.481, 1.865, 0.884], [-1.739, 1.869, -0.813], [-2.495, 1.369, 0.987], [-2.366, -1.952, 0.133], [-0.221, -0.542, -0.641], [-2.486, -0.855, 0.291], [1.411, 0.253, -0.584]],
  "nbo_charge": [-0.802, 0.445, -0.722, 0.240, 0.231, 0.271, 0.411, 0.248, 0.242, 0.250, 0.343, -0.842, -0.698, 0.384]
}

***

Ordering by calculated energy gives the sequence model A, model B, with the first entry being the most stable.